(1)
C17H16AuIN2O2 as an isolated structure. Source: the Open Molecules 2025 dataset; level of theory: ωB97M-V/def2-TZVPD.

Calculated values
Expectation value of S²: 2.01
Frontier orbital gap (alpha / beta) (eV): 7.3 / 6.7
HOMO (alpha / beta) (eV): -7.45 / -7.87

```
! wB97M-V def2-TZVPD RIJCOSX def2/J DEFGRID3
* xyz 0 3
Au -0.039 0.200 -0.178
O 2.049 -0.048 -0.385
C 2.597 -1.056 0.196
C 3.837 -0.858 0.855
C 4.485 -1.873 1.505
C 3.958 -3.170 1.513
C 2.761 -3.404 0.893
C 2.037 -2.376 0.254
C 0.714 -2.694 -0.143
N -0.170 -1.878 -0.611
C -1.547 -2.306 -0.740
C -2.457 -1.144 -1.161
N -2.144 0.034 -0.407
C -2.935 0.611 0.423
C -2.582 1.752 1.198
C -3.403 2.100 2.287
C -3.089 3.135 3.129
C -1.957 3.912 2.867
C -1.134 3.610 1.817
C -1.388 2.510 0.958
O -0.543 2.260 0.020
H 4.239 0.143 0.833
H 5.407 -1.670 2.028
H 4.482 -3.970 2.013
H 2.317 -4.391 0.918
H 0.410 -3.728 0.050
H -1.897 -2.694 0.226
H -1.621 -3.112 -1.478
H -3.506 -1.442 -1.034
H -2.267 -0.910 -2.212
H -3.937 0.202 0.586
H -4.277 1.492 2.479
H -3.708 3.358 3.985
H -1.712 4.742 3.512
H -0.250 4.191 1.604
I -1.292 -1.268 3.002
C 0.190 -0.040 2.144
H 1.158 -0.488 2.318
H 0.107 0.957 2.551
*
```



(2)
A 2-piece molecular cluster, C17H16BN4O8 overall. Source: the Open Molecules 2025 dataset; level of theory: ωB97M-V/def2-TZVPD.

Calculated values
Relative energy (zero: lowest compared OMol25 entry of this formula, charge and spin) (kJ/mol): 149.7
Frontier orbital gap (eV): 4.4
HOMO (eV): -4.17

```
! wB97M-V def2-TZVPD RIJCOSX def2/J DEFGRID3
* xyz -1 1
N -2.684 -6.866 3.339
C -2.182 -5.867 3.015
C -1.604 -4.666 2.549
C -0.213 -4.424 2.440
C 0.279 -3.115 2.452
N 1.644 -2.869 2.764
O 2.453 -3.785 3.006
O 2.009 -1.649 2.829
C -0.602 -1.932 2.395
C -2.012 -2.279 2.325
N -3.034 -1.419 2.648
O -3.174 -0.209 2.713
O -4.120 -2.295 3.066
N -3.810 -3.639 2.870
C -2.517 -3.578 2.418
H 0.472 -5.273 2.455
H -0.478 -1.303 3.331
C 0.975 3.461 -6.182
C 1.089 3.641 -4.747
C 1.416 4.725 -3.956
C 1.366 4.266 -2.614
C 1.027 2.915 -2.657
B 0.832 1.835 -1.456
O 1.721 0.690 -1.647
C 1.428 -0.147 -0.559
C 0.331 0.574 0.330
C 0.033 -0.111 1.560
C -0.962 0.772 -0.548
O -0.607 1.588 -1.626
C 0.860 1.970 0.816
O 1.190 2.709 -0.303
O 0.842 2.541 -3.957
H 1.259 4.403 -6.652
H 1.638 2.663 -6.537
H -0.057 3.214 -6.456
H 1.673 5.726 -4.285
H 1.555 4.816 -1.702
H 1.062 -1.121 -0.949
H 2.349 -0.318 0.034
H -0.728 0.426 2.128
H -0.372 -1.115 1.222
H 0.945 -0.279 2.133
H -1.342 -0.201 -0.926
H -1.758 1.249 0.057
H 0.064 2.466 1.405
H 1.744 1.811 1.460
*
```



(3)
C17H16Cl2FeO4S as an isolated structure. Source: the Open Molecules 2025 dataset; level of theory: ωB97M-V/def2-TZVPD.

Calculated values
Expectation value of S²: 6.13
Relative energy (zero: lowest compared OMol25 entry of this formula, charge and spin) (kJ/mol): 134.5
Frontier orbital gap (alpha / beta) (eV): 6.4 / 6.7
HOMO (alpha / beta) (eV): -6.23 / -8.18

```
! wB97M-V def2-TZVPD RIJCOSX def2/J DEFGRID3
* xyz 0 5
C -0.771 -2.387 -1.878
C 0.532 -2.298 -1.147
C 1.103 -1.108 -0.628
Fe 2.076 -1.406 -2.369
C 1.949 0.453 -2.468
O 1.830 1.606 -2.588
C 0.966 -0.949 -3.881
O 0.523 -0.441 -4.827
C 3.982 -1.578 -1.727
C 3.900 -1.005 -3.048
C 3.232 -1.960 -3.903
C 2.893 -3.110 -3.099
C 3.349 -2.864 -1.758
H -1.562 -2.824 -1.248
H -1.102 -1.396 -2.231
H -0.692 -3.042 -2.758
H 0.833 -3.276 -0.716
H 0.474 -0.206 -0.552
H 1.881 -1.169 0.146
H 4.510 -1.139 -0.882
H 4.392 -0.093 -3.381
H 3.178 -1.904 -4.988
H 2.467 -4.038 -3.472
H 3.317 -3.580 -0.938
Cl -2.217 5.956 5.431
C -2.356 4.437 4.648
C -1.222 3.633 4.467
C -1.336 2.411 3.783
C -2.578 2.015 3.282
S -2.787 0.399 2.449
C -2.384 0.569 0.762
Cl -3.066 -0.485 -0.319
O -1.847 -0.503 3.077
O -4.213 0.183 2.611
C -3.717 2.787 3.517
C -3.610 4.008 4.196
H -0.262 3.955 4.858
H -0.465 1.773 3.659
H -2.006 1.514 0.354
H -4.697 2.451 3.198
H -4.496 4.610 4.365
*
```



(4)
C17H16Cl2N4O8Os as an isolated structure. Source: the Open Molecules 2025 dataset; level of theory: ωB97M-V/def2-TZVPD.

Calculated values
Relative energy (zero: lowest compared OMol25 entry of this formula, charge and spin) (kJ/mol): 108.2
Frontier orbital gap (alpha / beta) (eV): 4.7 / 4.8
HOMO (alpha / beta) (eV): -15.01 / -15.02

```
! wB97M-V def2-TZVPD RIJCOSX def2/J DEFGRID3
* xyz 2 1
Os -1.154 -0.730 -0.581
N -3.124 -1.526 -0.684
C -4.180 -0.496 -0.413
C -4.232 0.567 -1.502
C -3.073 1.555 -1.454
N -1.775 0.890 -1.780
H -3.323 -1.945 -1.593
H -3.232 -2.281 -0.009
H -3.958 -0.033 0.552
H -5.153 -0.980 -0.333
H -5.156 1.131 -1.381
H -4.279 0.090 -2.489
H -2.993 2.002 -0.461
H -3.261 2.354 -2.170
H -1.030 1.587 -1.742
H -1.807 0.578 -2.750
Cl 3.469 -6.375 -0.173
C 2.261 -5.222 0.019
C 1.702 -4.985 1.276
C 0.755 -4.001 1.429
Cl 0.045 -3.707 2.933
C 0.342 -3.181 0.311
O -0.475 -2.242 0.502
C 0.871 -3.505 -0.979
C 0.425 -2.825 -2.179
O -0.464 -1.973 -2.282
C 1.814 -4.489 -1.109
H 2.004 -5.576 2.130
H 0.937 -3.129 -3.098
H 2.228 -4.705 -2.088
O 2.111 -0.752 0.796
C 1.530 0.239 0.432
O 0.554 0.255 -0.485
C 1.824 1.624 0.938
C 3.117 2.114 1.035
C 3.284 3.442 1.384
C 2.225 4.283 1.663
C 0.953 3.761 1.557
C 0.741 2.448 1.198
N -0.234 4.612 1.773
O -0.089 5.629 2.401
O -1.282 4.209 1.283
N 4.662 3.998 1.408
O 4.792 5.090 1.911
O 5.528 3.314 0.907
H 3.977 1.492 0.830
H 2.393 5.315 1.941
H -0.270 2.080 1.124
*
```